Record 1
23
Properties=species:S:1:pos:R:3:mulliken_charge:R:1 method="wB97M-V/def2-TZVPD" homo_lumo_gap_ev=8.9 charge=0 e_homo_ev=-7.96 smiles="CC1=CC(N)(N)C1(C)C" e_lumo_ev=0.930 fmax_ha_per_bohr=0.0446
C 2.28 0.37 -1.16 -1.343
C 1.04 -0.17 -0.53 0.235
C 0.75 -1.38 -0.01 -1.250
C -0.53 -1.03 0.68 1.031
N -0.55 -0.76 2.09 -0.751
N -1.67 -1.79 0.34 -0.521
C -0.20 0.55 -0.16 1.471
C -1.27 0.69 -1.23 -1.675
C -0.04 1.83 0.64 -1.894
H 2.04 0.84 -2.12 0.322
H 3.01 -0.43 -1.33 0.365
H 2.73 1.13 -0.53 0.272
H 1.21 -2.36 -0.13 0.341
H 0.25 -0.21 2.35 0.230
H -0.54 -1.63 2.61 0.275
H -2.14 -2.27 1.10 0.204
H -1.71 -2.08 -0.62 0.221
H -1.28 -0.17 -1.90 0.379
H -2.25 0.79 -0.78 0.364
H -1.10 1.60 -1.83 0.459
H 0.05 2.70 -0.02 0.458
H 0.83 1.80 1.28 0.419
H -0.93 1.98 1.26 0.390


Record 2
23
Properties=species:S:1:pos:R:3:mulliken_charge:R:1 method="wB97M-V/def2-TZVPD" homo_lumo_gap_ev=9.5 charge=0 e_homo_ev=-8.69 smiles=Cc1c[nH]cn1.CCC e_lumo_ev=0.824 fmax_ha_per_bohr=0.0526
C 0.26 2.72 0.67 -1.131
C 0.39 2.09 -0.64 0.759
C 1.29 1.15 -1.07 -0.637
N 0.93 0.93 -2.41 -0.080
C -0.07 1.80 -2.70 -0.197
N -0.39 2.54 -1.66 -0.633
H -0.73 2.62 1.14 0.271
H 0.49 3.79 0.71 0.299
H 0.79 2.24 1.50 0.301
H 2.07 0.53 -0.67 0.403
H 1.05 0.10 -2.95 0.243
H -0.58 1.73 -3.64 0.401
C 0.23 -2.97 0.73 -1.143
C -0.38 -1.96 1.70 -0.206
C -1.37 -1.04 0.98 -0.888
H 0.27 -2.67 -0.32 0.277
H -0.40 -3.87 0.71 0.335
H 1.23 -3.31 1.02 0.316
H -0.81 -2.60 2.47 0.283
H 0.42 -1.39 2.19 0.282
H -1.54 -0.19 1.64 0.271
H -0.93 -0.65 0.05 0.105
H -2.22 -1.59 0.56 0.370


Record 3
23
Properties=species:S:1:pos:R:3:lowdin_spin:R:1 method="wB97M-V/def2-TZVPD" homo_lumo_gap_ev="9.9 / 5.8" charge=+1 e_homo_ev="-13.74 / -13.74" e_lumo_ev="-3.856 / -7.937" fmax_ha_per_bohr=0.0583 multiplicity=2
C -2.09 -1.97 0.44 0.055
C -2.19 -1.05 -2.93 0.221
C -1.73 -1.68 -0.94 0.290
C -0.56 -1.92 -1.73 0.284
N -2.69 -1.08 -1.73 -0.016
N -0.87 -1.59 -2.95 0.110
H -2.55 -0.68 -3.87 0.008
H -0.39 -1.75 -3.83 0.001
H 0.33 -2.34 -1.29 0.009
H -2.74 -1.24 0.91 0.009
H -1.20 -1.98 1.08 0.005
H -2.61 -2.93 0.58 0.024
C 1.40 1.90 1.97 0.000
C 2.90 1.66 2.09 0.000
C 0.91 1.93 0.53 0.000
H 0.82 1.14 2.50 0.000
H 1.16 2.85 2.44 0.000
H 3.39 2.36 1.42 0.000
H 1.38 1.20 -0.14 0.000
H 3.17 0.63 1.85 0.000
H 3.23 1.81 3.12 0.000
H -0.16 1.81 0.36 0.000
H 1.08 2.93 0.12 0.000


Record 4
24
Properties=species:S:1:pos:R:3:mulliken_charge:R:1 method="wB97M-V/def2-TZVPD" homo_lumo_gap_ev=10.9 charge=0 e_homo_ev=-10.56 smiles="N#CC(N)=O.CCC(C)C" e_lumo_ev=0.351 fmax_ha_per_bohr=0.0359
N 0.22 -2.67 0.55 -0.457
C 0.49 -1.76 1.21 0.278
C 0.95 -0.74 2.15 0.619
N 2.30 -0.70 2.24 -0.369
O 0.19 -0.06 2.80 -0.564
H 2.89 -1.34 1.73 0.221
H 2.72 -0.02 2.86 0.240
C 0.40 -0.88 -2.14 -1.335
C 0.48 0.32 -1.21 -0.432
C -0.95 0.86 -0.74 0.821
C -1.93 -0.12 -0.10 -1.399
C -0.77 2.08 0.15 -1.423
H 1.39 -1.15 -2.51 0.368
H -0.24 -0.66 -2.99 0.360
H 0.01 -1.75 -1.60 0.276
H 0.97 1.15 -1.71 0.423
H 1.06 0.08 -0.32 0.087
H -1.40 1.19 -1.68 0.285
H -2.03 -1.02 -0.70 0.357
H -2.91 0.34 -0.04 0.419
H -1.64 -0.34 0.92 0.220
H -0.02 2.76 -0.25 0.367
H -1.70 2.63 0.23 0.406
H -0.47 1.79 1.16 0.232